(1)
31
Properties=species:S:1:pos:R:3 method="wB97M-V/def2-TZVPD" gap_ha=0.3396 homo_ev=-9.06 e_above_lowest_ev=3.865
C 3.162 2.342 0.442
C 3.563 0.997 0.525
C 1.809 2.661 0.534
C 2.628 0.020 0.707
C 0.874 1.675 0.627
C 1.303 0.361 0.694
C -1.300 -1.104 1.952
C -1.430 -0.011 2.716
C -1.250 -2.226 -1.660
C -2.465 -0.135 -0.734
C -0.566 0.104 -2.271
C -1.109 -0.747 -1.092
Si -0.003 -0.967 0.494
Cl -2.428 0.161 4.112
H 4.030 2.911 0.223
H 4.559 0.767 0.578
H 1.592 3.757 0.426
H 2.910 -0.961 0.749
H -0.196 1.780 0.575
H -1.571 -2.085 2.247
H -1.083 0.910 2.205
H -0.292 -2.590 -1.785
H -1.711 -2.834 -0.913
H -1.710 -2.293 -2.657
H -2.452 0.896 -0.597
H -2.877 -0.747 0.111
H -3.196 -0.424 -1.506
H 0.502 -0.047 -2.450
H -1.257 -0.158 -3.050
H -0.665 1.139 -2.112
H 0.628 -3.152 0.907

(2)
16
Properties=species:S:1:pos:R:3 method="wB97M-V/def2-TZVPD" multiplicity=2 charge=-1 gap_ha="0.1175 / 0.2720" homo_ev="0.17 / -4.03" e_above_lowest_ev=1.237
C 0.068 1.451 1.606
S 1.868 1.953 1.279
S 2.613 1.085 3.089
H 0.139 0.599 2.226
H -0.356 1.033 0.584
H -0.426 2.283 2.107
H 2.255 2.007 4.015
N 0.044 -2.145 -1.895
C -1.148 -1.303 -1.533
N -1.080 0.191 -1.687
H -0.163 -3.160 -1.761
H 0.990 -1.987 -1.555
H -1.931 -1.519 -2.290
H -1.505 -1.582 -0.525
H -0.999 0.592 -2.591
H -0.368 0.502 -1.070

(3)
129
Properties=species:S:1:pos:R:3 method="wB97M-V/def2-TZVPD" multiplicity=2 charge=+1 gap_ha="0.2506 / 0.1058" homo_ev="-9.46 / -9.46" e_above_lowest_ev=0.000
C 2.637 -1.637 -6.480
C 1.313 -0.810 -6.376
C 0.165 -1.902 -6.510
C -1.207 -1.181 -6.311
C -1.266 -0.508 -4.973
C -0.075 0.451 -4.570
N 1.209 -0.066 -5.083
O 2.439 0.430 -4.555
C -0.159 1.907 -5.114
C -0.224 0.499 -3.012
C 1.275 0.086 -7.635
H 2.717 -2.366 -5.674
H 3.489 -1.021 -6.771
H 2.595 -2.350 -7.303
H 0.191 -2.460 -7.446
H 0.279 -2.545 -5.638
H -1.957 -1.952 -6.137
H -1.565 -0.552 -7.127
H -1.559 -1.280 -4.262
H -2.128 0.160 -4.996
H -0.380 1.952 -6.181
H -0.955 2.360 -4.523
H 0.694 2.570 -4.964
H -1.157 0.967 -2.699
H -0.124 -0.499 -2.585
H 0.456 1.256 -2.623
H 0.255 0.435 -7.793
H 1.575 -0.540 -8.476
H 1.996 0.903 -7.594
H 2.601 1.337 -4.824
C -2.639 3.793 -0.314
C -3.562 2.635 -0.106
C -2.766 1.416 0.287
C -3.608 0.288 0.841
C -4.432 0.712 2.019
C -5.242 1.992 1.688
N -4.475 3.004 0.980
O -5.067 4.270 0.816
C -6.566 1.751 1.031
C -5.602 2.660 3.054
C -4.146 2.218 -1.456
H -3.053 4.697 -0.761
H -1.665 3.555 -0.741
H -2.193 4.262 0.562
H -2.078 1.029 -0.465
H -2.091 1.660 1.108
H -2.885 -0.422 1.241
H -4.277 -0.305 0.217
H -3.766 0.928 2.854
H -5.092 -0.107 2.303
H -7.194 2.596 1.313
H -6.463 1.707 -0.053
H -7.027 0.804 1.314
H -5.869 1.911 3.799
H -4.825 3.245 3.545
H -6.409 3.392 3.030
H -4.981 1.519 -1.433
H -3.415 1.714 -2.089
H -4.359 2.969 -2.218
H -5.901 4.026 0.407
C 5.191 4.771 2.106
C 4.782 3.607 1.147
C 4.130 2.517 2.060
C 3.242 1.511 1.193
C 2.297 2.266 0.176
C 3.083 3.262 -0.732
N 3.888 4.086 0.111
O 4.317 5.265 -0.467
C 3.770 2.393 -1.774
C 1.855 3.997 -1.370
C 6.075 3.021 0.512
H 5.842 5.559 1.728
H 5.793 4.442 2.953
H 4.337 5.373 2.416
H 4.796 1.910 2.673
H 3.480 2.974 2.805
H 2.631 0.803 1.754
H 3.892 0.886 0.580
H 1.573 2.741 0.838
H 1.688 1.651 -0.487
H 4.006 3.123 -2.548
H 4.729 1.951 -1.505
H 3.056 1.708 -2.231
H 1.296 3.517 -2.173
H 1.151 4.306 -0.597
H 2.285 4.837 -1.915
H 6.016 1.970 0.232
H 6.989 3.168 1.087
H 6.284 3.603 -0.386
H 3.776 5.843 0.075
C 1.145 -6.439 3.063
C 0.804 -5.304 4.097
C 1.054 -3.986 3.333
C 0.500 -2.769 4.028
C -0.990 -2.972 4.407
C -1.186 -4.228 5.287
N -0.478 -5.392 4.649
O -0.628 -6.566 5.302
C -0.851 -3.916 6.745
C -2.738 -4.555 5.169
C 1.956 -5.294 5.039
H 2.137 -6.258 2.648
H 0.388 -6.536 2.285
H 1.222 -7.456 3.448
H 2.091 -3.737 3.107
H 0.578 -4.107 2.359
H 0.674 -1.885 3.416
H 1.027 -2.587 4.964
H -1.622 -3.053 3.523
H -1.246 -2.044 4.919
H 0.219 -3.954 6.954
H -1.191 -2.931 7.065
H -1.320 -4.631 7.422
H -2.900 -5.365 4.457
H -3.180 -4.966 6.076
H -3.247 -3.609 4.988
H 2.059 -4.496 5.773
H 2.888 -5.144 4.493
H 2.158 -6.165 5.662
H -1.223 -7.060 4.733
O 3.390 -2.274 -0.131
H 2.906 -1.958 -0.894
H 4.071 -1.616 0.010
O -0.209 -0.824 0.756
H -0.697 -1.204 0.026
H 0.673 -1.186 0.670
O -1.693 -2.494 -1.007
H -2.576 -2.565 -1.371
H -1.692 -3.096 -0.263

(4)
66
Properties=species:S:1:pos:R:3 method="wB97M-V/def2-TZVPD" smiles=CC(C)n1cnc2c(N(C)c3ccccc3)nc(N(CCN(C)C)Cc3ccccc3)nc21 gap_ha=0.3005 homo_ev=-7.38 e_above_lowest_ev=0.059
C -5.069 -1.525 -0.249
C -4.123 -1.439 0.947
C -4.739 -2.054 2.202
N -2.864 -2.075 0.633
C -2.587 -3.394 0.412
N -1.354 -3.627 0.082
C -0.744 -2.392 0.063
C 0.560 -1.914 -0.173
N 1.630 -2.714 -0.438
C 1.414 -4.078 -0.868
C 2.939 -2.217 -0.414
C 3.348 -1.356 0.603
C 4.653 -0.912 0.662
C 5.577 -1.315 -0.290
C 5.180 -2.177 -1.297
C 3.875 -2.631 -1.359
N 0.760 -0.599 -0.145
C -0.243 0.236 0.147
N 0.018 1.561 0.082
C 1.308 2.050 -0.329
C 2.195 2.424 0.867
N 3.275 3.316 0.480
C 3.972 3.815 1.647
C 4.201 2.691 -0.445
C -1.033 2.485 0.446
C -2.284 2.274 -0.373
C -2.197 2.012 -1.734
C -3.341 1.809 -2.485
C -4.588 1.878 -1.887
C -4.683 2.154 -0.534
C -3.538 2.350 0.217
N -1.490 -0.106 0.485
C -1.695 -1.413 0.404
H -5.300 -2.563 -0.482
H -5.995 -1.002 -0.028
H -4.610 -1.061 -1.120
H -3.871 -0.388 1.129
H -5.626 -1.494 2.488
H -4.029 -2.026 3.025
H -5.026 -3.088 2.024
H -3.327 -4.165 0.511
H 1.339 -4.145 -1.958
H 2.244 -4.698 -0.530
H 0.484 -4.443 -0.438
H 2.633 -1.050 1.351
H 4.960 -0.261 1.468
H 6.598 -0.966 -0.242
H 5.892 -2.501 -2.042
H 3.583 -3.300 -2.154
H 1.779 1.256 -0.910
H 1.173 2.938 -0.954
H 1.581 2.955 1.600
H 2.570 1.500 1.339
H 3.266 4.335 2.294
H 4.456 3.016 2.231
H 4.736 4.523 1.330
H 4.644 1.769 -0.043
H 3.686 2.451 -1.371
H 5.000 3.396 -0.670
H -1.284 2.368 1.508
H -0.654 3.498 0.289
H -1.226 1.949 -2.203
H -3.259 1.595 -3.541
H -5.481 1.716 -2.473
H -5.653 2.211 -0.061
H -3.617 2.555 1.275

(5)
85
Properties=species:S:1:pos:R:3 method="wB97M-V/def2-TZVPD" multiplicity=6 charge=+2 gap_ha="0.2741 / 0.2572" homo_ev="-12.00 / -13.52" e_above_lowest_ev=0.031
Ir 0.435 0.377 -0.290
C -2.323 1.191 0.853
C -2.122 -0.219 1.424
C -0.941 -0.325 2.354
C -1.106 -0.545 3.714
C 0.004 -0.628 4.537
C 1.266 -0.495 3.980
C 1.361 -0.278 2.620
N 0.288 -0.190 1.823
N -1.573 1.449 -0.400
C -2.285 0.861 -1.550
C -1.402 0.768 -2.770
C -1.928 0.763 -4.053
C -1.067 0.617 -5.127
C 0.294 0.487 -4.889
C 0.738 0.510 -3.580
N -0.093 0.648 -2.545
C -1.406 2.938 -0.602
C 1.075 3.270 -1.067
C 1.948 4.471 -1.193
C 3.300 4.406 -1.071
C 3.908 3.173 -0.783
C 3.089 2.040 -0.602
N 1.792 2.036 -0.717
H -3.387 1.374 0.668
H -1.997 1.930 1.582
H -3.020 -0.497 1.975
H -2.011 -0.953 0.619
H -2.104 -0.649 4.119
H -0.114 -0.795 5.599
H 2.162 -0.555 4.581
H 2.323 -0.171 2.135
H -2.611 -0.146 -1.275
H -3.186 1.444 -1.774
H -2.994 0.874 -4.203
H -1.449 0.609 -6.138
H 1.000 0.375 -5.699
H 1.789 0.421 -3.337
H -1.488 3.121 -1.678
H -2.259 3.434 -0.128
H 1.458 5.408 -1.426
H 3.904 5.294 -1.193
H 4.977 3.074 -0.676
H 3.555 1.095 -0.340
C 0.462 6.268 1.294
Ge 0.214 4.359 1.621
C -1.311 4.095 2.818
C 1.808 3.557 2.423
C -0.097 3.469 -0.114
H 0.467 6.802 2.245
H -0.347 6.671 0.686
H 1.408 6.472 0.794
H -1.206 4.799 3.644
H -1.330 3.094 3.250
H -2.270 4.297 2.340
H 1.889 3.883 3.460
H 2.717 3.860 1.904
H 1.746 2.468 2.415
H 0.644 3.076 -2.065
C 0.914 -6.168 0.259
N 1.146 -4.845 -0.300
N 0.141 -3.902 -0.370
C 0.691 -2.688 -0.654
O -0.048 -1.679 -0.890
C 2.091 -2.868 -0.652
C 2.324 -4.209 -0.427
C 3.607 -4.947 -0.299
C -1.242 -4.249 -0.475
C -2.086 -3.946 0.583
C -3.432 -4.265 0.482
C -3.912 -4.892 -0.660
C -3.055 -5.194 -1.710
C -1.711 -4.865 -1.626
H -0.156 -6.310 0.378
H 1.399 -6.261 1.230
H 1.293 -6.927 -0.422
H 2.833 -2.116 -0.857
H 4.442 -4.283 -0.503
H 3.651 -5.784 -0.996
H 3.724 -5.345 0.710
H -1.682 -3.475 1.470
H -4.104 -4.043 1.300
H -4.959 -5.152 -0.731
H -3.434 -5.685 -2.596
H -1.028 -5.085 -2.437

(6)
53
Properties=species:S:1:pos:R:3 method="wB97M-V/def2-TZVPD" smiles="CC(=O)OCCCCc1cc(CC(N)(N)N)c2c(c1)Nc1ccccc1S2" gap_ha=0.3091 homo_ev=-7.86 e_above_lowest_ev=1.280
C 7.097 0.168 -0.247
C 6.002 0.990 -0.860
O 5.884 1.115 -2.041
O 5.165 1.537 0.038
C 4.570 2.779 -0.362
C 3.414 3.076 0.570
C 2.411 1.906 0.575
C 0.972 2.371 0.716
C -0.080 1.305 0.536
C 0.167 0.090 -0.091
C -0.826 -0.876 -0.287
C -0.467 -2.166 -0.957
C -0.204 -3.364 0.012
N 0.013 -2.907 1.382
N 0.908 -4.200 -0.449
N -1.399 -4.231 -0.001
C -2.108 -0.582 0.172
C -2.389 0.612 0.837
C -1.371 1.538 1.007
N -3.693 0.907 1.347
C -4.740 0.625 0.413
C -5.756 1.559 0.236
C -6.785 1.326 -0.667
C -6.774 0.153 -1.417
C -5.767 -0.791 -1.254
C -4.759 -0.556 -0.329
S -3.456 -1.725 -0.054
H 8.055 0.621 -0.466
H 6.952 0.083 0.825
H 7.036 -0.830 -0.670
H 4.211 2.731 -1.386
H 5.305 3.582 -0.312
H 2.891 3.933 0.148
H 3.770 3.310 1.569
H 2.697 1.191 1.343
H 2.516 1.408 -0.387
H 0.811 3.122 -0.061
H 0.808 2.890 1.659
H 1.147 -0.147 -0.477
H 0.467 -1.986 -1.491
H -1.194 -2.484 -1.697
H -0.165 -3.708 1.978
H 0.987 -2.672 1.548
H 1.784 -3.893 -0.053
H 0.973 -4.193 -1.459
H -1.067 -5.186 -0.046
H -1.943 -4.119 0.846
H -1.573 2.476 1.507
H -3.846 0.388 2.207
H -5.745 2.475 0.807
H -7.572 2.051 -0.784
H -7.566 -0.001 -2.135
H -5.765 -1.697 -1.840